No. 1
A 2-piece molecular cluster, C5H12O3 overall at a distorted geometry. Source: the OMol25 dataset; level of theory: wB97M-V/def2-TZVPD.

Its net charge is 0. The energy above the lowest of the compared OMol25 structures with the same formula, charge and spin comes out at 5.6 kcal per mole. The calculation puts the gap between HOMO and LUMO at 0.4165 Ha. The calculation puts the total energy at -423.44486 Ha.

Geometry (Å):
H 1.364 0.645 0.796
H 2.651 0.284 -2.994
C 2.818 2.789 3.485
H 1.593 -1.001 -2.332
H 3.299 2.951 1.369
H 1.049 2.885 1.453
O 1.880 1.846 -1.066
C 1.958 0.640 -0.993
C 1.323 3.055 3.391
C 2.398 -0.288 -2.086
O 0.711 2.438 2.257
O 1.642 -0.047 0.136
H 2.980 1.694 3.517
H 3.425 4.488 2.280
H 3.288 -0.858 -1.770
H 0.801 2.626 4.268
C 3.606 3.402 2.327
H 4.687 3.231 2.466
H 1.134 4.146 3.387
H 3.178 3.211 4.443

Forces on the atoms, in the same order (eV/Å):
0.19 -0.78 -0.43
-0.15 -0.20 0.51
0.13 -0.17 0.24
0.34 0.25 0.23
0.22 0.21 0.25
-0.32 -0.30 0.54
0.04 -0.55 0.13
-0.13 0.02 0.37
-0.26 -0.06 0.45
0.23 -0.07 -0.71
0.48 0.34 -0.76
-0.15 1.27 0.21
-0.04 0.44 0.04
0.13 -0.33 -0.06
-0.44 0.18 -0.03
0.26 0.24 -0.42
0.03 -0.02 -0.01
-0.43 0.10 -0.18
0.02 -0.34 -0.03
-0.14 -0.22 -0.34

natural (NBO) population analysis, charges in e, atoms 1 to 2: 0.509, 0.237

***

No. 2
An isolated ion of composition C4H10NOS and charge -1 at a distorted geometry. Source: the OMol25 dataset; level of theory: wB97M-V/def2-TZVPD.

Its net charge is -1. The energy above the lowest of the compared OMol25 structures with the same formula, charge and spin comes out at 75.0 kcal per mole. The calculation puts the gap between HOMO and LUMO at 0.2019 Ha. The calculation puts the total energy at -686.54515 Ha.

Geometry (Å):
C -1.894 1.004 -0.341
H -1.364 1.592 0.443
N -0.841 0.226 -1.168
O -2.899 0.243 0.016
C 0.326 -0.334 -0.492
C 0.113 -1.750 0.163
C 0.925 0.616 0.520
H 1.092 -2.205 -0.040
H 1.144 -0.483 -1.222
H -1.295 -0.589 -1.549
H -0.684 -2.329 -0.278
H 0.052 -1.709 1.254
H 3.284 1.358 1.080
H 0.463 0.852 1.466
S 2.669 0.176 1.260
H 1.137 1.593 0.078
H -2.228 1.737 -1.190

Forces on the atoms, in the same order (eV/Å):
-1.11 -0.27 -2.57
0.17 -0.08 -0.09
1.44 0.57 0.62
-0.08 -0.20 0.92
-0.17 -0.81 0.66
1.67 0.83 -0.06
1.87 1.41 0.76
-0.27 -0.67 0.15
-0.35 0.10 -0.05
-0.72 0.20 -0.09
-0.23 -0.01 -0.05
-0.53 0.06 -0.10
-0.26 -0.09 -0.12
-1.02 -0.49 -0.17
-0.63 -0.35 -0.68
-0.22 -0.16 -0.26
0.46 -0.05 1.11

natural (NBO) population analysis, charges in e, atoms 1 to 2: 0.151, 0.071

***

No. 3
A 2-piece molecular cluster, C9H23N4 overall at a distorted geometry. Source: the OMol25 dataset; level of theory: wB97M-V/def2-TZVPD.

Its net charge is +1. The energy above the lowest of the compared OMol25 structures with the same formula, charge and spin comes out at 67.7 kcal per mole. The calculation puts the gap between HOMO and LUMO at 0.3186 Ha. The calculation puts the total energy at -575.38118 Ha.

Geometry (Å):
N 2.098 0.040 -0.574
H -1.138 1.536 -0.592
H 0.766 -3.251 1.034
H 0.323 1.725 0.293
H -0.677 3.623 1.058
H -1.026 -3.033 0.672
H -2.845 0.169 1.707
H -1.161 2.495 2.220
C -1.305 2.755 1.218
N 0.432 -1.501 -0.156
H -0.648 -2.350 -1.532
C 1.750 -0.094 -1.995
H -2.273 3.043 0.954
H -3.551 0.743 -0.409
N -0.872 0.363 0.952
C -0.749 1.629 0.398
H -2.387 -0.240 -1.292
H 1.026 -2.869 -1.695
H 1.948 0.879 -2.488
H 2.355 -0.890 -2.608
H 3.603 1.546 -1.003
H -3.591 -1.087 -0.403
C 0.008 -2.805 0.380
H 3.341 1.400 0.708
H 4.259 0.162 -0.252
H -1.854 -1.361 1.047
C -2.189 -0.307 0.874
C -2.976 -0.257 -0.422
H -0.529 0.442 1.869
C 3.347 0.838 -0.223
H 2.349 -0.256 2.115
H 1.069 -1.378 2.114
N 1.793 -0.845 1.586
C 1.464 -0.701 0.315
H 0.748 -0.350 -2.101
C 0.307 -2.499 -1.112

Forces on the atoms, in the same order (eV/Å):
1.56 1.05 0.13
-0.34 0.58 -0.93
-0.17 -0.28 -0.60
0.55 0.81 -0.28
0.05 0.44 -0.06
0.50 0.61 -0.20
0.70 -1.49 -1.10
-0.33 -0.25 1.80
1.65 0.74 -1.36
1.09 1.15 2.21
-0.80 -0.18 -1.46
2.79 0.16 -1.34
-1.74 0.20 0.00
0.47 -1.74 -0.32
-1.43 -1.21 -0.38
0.63 0.77 -0.77
0.95 -0.22 -1.20
3.02 -1.57 -1.76
-0.23 -0.57 0.34
-0.76 1.34 1.54
-0.69 0.16 -0.27
-1.66 -1.42 -0.26
1.35 0.20 -0.73
-0.56 -0.30 0.14
-1.17 0.44 0.41
-1.28 0.81 0.48
0.74 0.13 2.14
0.21 3.78 1.48
-0.12 -0.41 1.64
0.82 -1.69 -0.74
1.28 1.45 0.77
1.15 0.71 -0.48
-2.35 -1.92 0.52
-1.02 -2.01 -2.05
-1.71 -0.10 -0.12
-3.16 -0.18 2.84

natural (NBO) population analysis, charges in e, atoms 1 to 2: -0.376, 0.192

***

No. 4
One molecule with the formula C22H29NO6. Source: the OMol25 dataset; level of theory: wB97M-V/def2-TZVPD.

Its net charge is 0. The energy above the lowest of the compared OMol25 structures with the same formula, charge and spin comes out at 21.7 kcal per mole. The calculation puts the gap between HOMO and LUMO at 0.3017 Ha. The calculation puts the total energy at -1361.93582 Ha.

Geometry (Å):
C 0.642 0.369 0.430
H -0.129 1.281 2.178
H -0.339 2.225 0.727
C 3.981 2.022 1.268
C -2.265 -0.308 1.830
H -8.155 -1.286 0.683
C -4.282 1.854 -2.235
H -4.050 2.803 -1.729
H -8.012 -2.936 1.315
C 2.481 1.832 1.187
H 6.423 2.897 0.313
H -6.310 2.388 -2.697
H -1.657 -0.644 2.657
C 6.202 1.848 0.129
O 1.746 2.623 1.752
H 0.956 -1.174 -0.593
H 4.347 3.548 -0.984
H -6.212 -1.477 2.235
C 2.943 -0.194 -0.254
C -5.421 2.052 -3.223
H 3.972 -1.768 -2.258
C 4.123 -3.059 -0.590
H 4.704 2.236 -2.108
H 4.173 3.062 1.539
C -3.845 0.538 -0.293
C -4.337 -0.431 0.610
O 4.584 -4.147 -1.218
H 5.119 -4.687 -0.614
H -7.479 -2.558 -0.333
O -5.595 -0.884 0.353
H 4.344 1.392 2.086
C -6.152 -1.860 1.206
H -5.143 2.792 -3.969
H -5.649 1.112 -3.717
C -2.576 1.056 -0.108
C 2.001 0.667 0.446
C 4.403 0.162 -0.276
C -1.777 0.640 0.954
N 2.481 -1.242 -0.842
C -7.544 -2.184 0.685
H 6.724 1.543 -0.776
C 4.181 2.493 -1.188
H 4.893 -0.442 0.493
O 0.160 -0.674 -0.192
O -4.697 0.888 -1.295
H -2.185 1.794 -0.791
C -3.536 -0.840 1.661
H -5.528 -2.766 1.207
H -3.379 1.509 -2.761
C 3.281 -2.209 -1.524
C 4.694 1.640 -0.025
O 4.367 -2.816 0.560
H 3.116 2.339 -1.344
H -3.890 -1.579 2.362
C -0.395 1.207 1.121
H 6.589 1.265 0.961
H 4.829 -0.137 -1.238
H 2.606 -2.878 -2.065

Forces on the atoms, in the same order (eV/Å):
-0.04 -0.09 -0.07
0.02 0.08 -0.12
0.06 -0.06 0.12
0.01 0.12 -0.08
0.10 0.23 -0.13
-0.10 0.06 0.01
0.05 0.27 -0.30
0.04 -0.14 -0.03
-0.06 -0.08 0.05
0.12 0.02 0.08
0.05 0.13 0.02
-0.10 0.06 0.01
0.08 -0.03 0.10
-0.29 -0.09 -0.01
0.07 0.18 0.08
0.37 0.05 -0.03
0.01 0.14 0.00
0.08 -0.05 -0.11
0.02 -0.03 -0.04
0.26 -0.14 0.35
-0.08 -0.11 0.02
0.01 0.04 0.31
0.04 -0.02 -0.11
-0.06 -0.03 0.01
-0.15 -0.12 0.05
0.00 0.08 -0.13
0.10 -0.42 -0.47
-0.12 0.29 0.09
-0.03 -0.07 -0.09
0.11 0.18 -0.15
0.05 -0.03 0.05
-0.21 -0.26 0.19
0.01 0.07 -0.08
-0.04 -0.07 -0.09
-0.17 0.00 -0.07
-0.02 -0.13 -0.06
0.16 0.07 0.01
-0.07 -0.05 0.23
-0.47 -0.13 0.06
0.42 0.18 0.06
0.09 -0.03 -0.11
0.04 -0.11 0.17
0.00 0.00 -0.04
-0.04 0.27 0.19
-0.05 -0.18 0.20
0.00 0.09 -0.10
-0.26 -0.10 -0.08
-0.02 0.14 0.04
-0.06 0.05 0.12
0.16 -0.02 -0.11
0.13 0.00 -0.02
-0.04 0.04 0.06
-0.12 0.04 -0.10
-0.09 -0.07 0.03
-0.33 -0.18 -0.07
0.07 -0.07 0.10
0.03 -0.04 0.02
0.24 0.04 -0.04

natural (NBO) population analysis, charges in e, atoms 1 to 2: 0.557, 0.261

***

Question: Among the records above, which one has the highest gap between HOMO and LUMO?
Answer: C5H12O3

***

Question: Number 2 is which compound?
Answer: C4H10NOS

***

Question: Look up the gap between HOMO and LUMO of the first one.
Answer: 0.4165 Ha